Record 1
This record from the Open Molecules 2025 dataset describes a structure of composition C51H46MnN7SSi in a non-equilibrium geometry. The level of theory is ωB97M-V with the def2-TZVPD basis set.

HOMO level (alpha / beta): -5.844 / -6.834 eV
HOMO-LUMO gap (alpha / beta): 5.74 / 5.94 eV
LUMO (alpha / beta): -0.10 / -0.89 eV

```
! RIJCOSX wB97M-V def2-TZVPD def2/J DEFGRID3
* xyz 0 5
Mn 0.0350 -0.2933 -0.1174
C 4.7717 -2.8991 1.1829
C 3.9663 -2.8329 2.3093
C 2.8505 -2.0229 2.3352
C 2.5034 -1.2472 1.2173
C 3.3113 -1.3506 0.0722
C 4.4303 -2.1562 0.0627
N 1.3952 -0.4300 1.1857
C 1.0285 0.3138 2.2684
C 1.7652 0.5324 3.4402
C 1.2335 1.2706 4.4852
C -0.0335 1.8381 4.3936
C -0.7392 1.7413 3.2139
C -0.2049 1.0175 2.1395
N -0.7510 0.9489 0.9241
N -1.8642 1.5192 0.5522
C -2.2326 1.1145 -0.6527
C -3.3936 1.6577 -1.2565
C -3.8205 1.1734 -2.4557
C -3.0917 0.1331 -3.0577
C -1.9560 -0.3276 -2.4395
N -1.4841 0.1464 -1.2783
H 5.6592 -3.5157 1.1801
H 4.2062 -3.4267 3.1804
H 2.2094 -2.0094 3.2030
H 3.0646 -0.7566 -0.7979
H 5.0498 -2.1877 -0.8229
H 2.7707 0.1478 3.5302
H 1.8163 1.4128 5.3835
H -0.4467 2.3843 5.2290
H -1.6990 2.2162 3.0827
H -3.9007 2.4490 -0.7307
H -4.7004 1.5680 -2.9373
H -3.4162 -0.2949 -3.9942
H -1.3898 -1.1322 -2.8955
C 0.3680 -4.4521 3.6309
C 0.9570 -4.3929 2.3796
C 0.5253 -3.4687 1.4476
C -0.5263 -2.5908 1.7285
C -1.1160 -2.6686 3.0008
C -0.6639 -3.5738 3.9364
N -1.0352 -1.7044 0.7903
C -2.3969 -1.9335 0.5759
C -2.7509 -3.1339 -0.0533
C -4.0705 -3.4340 -0.3178
C -5.0722 -2.5573 0.0663
C -4.7374 -1.3860 0.7215
C -3.4172 -1.0736 0.9843
H 0.7009 -5.1810 4.3567
H 1.7562 -5.0744 2.1169
H 0.9826 -3.4312 0.4713
H -1.9233 -1.9905 3.2379
H -1.1328 -3.6085 4.9102
H -1.9602 -3.8135 -0.3414
H -4.3194 -4.3590 -0.8218
H -6.1064 -2.7953 -0.1381
H -5.5111 -0.7069 1.0522
H -3.1792 -0.1709 1.5270
S 0.5967 -2.0373 -1.6667
C 1.9284 -2.8554 -2.3207
N 2.6683 -2.3350 -3.2948
C 3.6760 -3.0812 -4.0171
C 3.3459 -4.5705 -3.9632
C 3.1441 -4.9798 -2.5074
N 2.1486 -4.1113 -1.9206
H 2.4704 -1.3763 -3.5689
H 4.6623 -2.8967 -3.5766
H 3.6907 -2.7270 -5.0508
H 4.1503 -5.1501 -4.4119
H 2.4226 -4.7578 -4.5139
H 4.0863 -4.8967 -1.9521
H 2.7889 -6.0105 -2.4380
H 1.5472 -4.4661 -1.1939
C 4.3628 4.0457 1.7276
C 4.4262 2.6657 1.6637
C 3.5042 1.9598 0.9116
C 2.4819 2.5937 0.2080
C 2.4386 3.9841 0.2912
C 3.3606 4.7006 1.0332
Si 1.2129 1.6117 -0.8880
C 2.2487 1.1821 -2.4639
C 1.6074 0.6602 -3.5859
C 2.2865 0.4634 -4.7808
C 3.6305 0.7940 -4.8733
C 4.2892 1.2833 -3.7587
C 3.6048 1.4653 -2.5677
C 0.1268 3.0737 -1.5207
C -0.6334 3.8169 -0.6187
C -1.3924 4.8964 -1.0327
C -1.3833 5.2859 -2.3607
C -0.6161 4.5768 -3.2666
C 0.1158 3.4772 -2.8493
H 5.0865 4.6048 2.3038
H 5.2010 2.1334 2.2004
H 3.6026 0.8882 0.8682
H 1.6757 4.5270 -0.2432
H 3.2977 5.7794 1.0659
H 0.5525 0.4293 -3.5265
H 1.7601 0.0788 -5.6449
H 4.1535 0.6892 -5.8128
H 5.3347 1.5497 -3.8234
H 4.1240 1.8621 -1.7099
H -0.6238 3.5608 0.4291
H -1.9866 5.4388 -0.3118
H -1.9616 6.1400 -2.6844
H -0.5798 4.8830 -4.3030
H 0.7093 2.9399 -3.5713
*
```

Löwdin atomic charge list, values in e, 99 entries:
1. Mn 0.533
2. C -0.097
3. C -0.080
4. C -0.049
5. C -0.301
6. C -0.079
7. C -0.092
8. N -0.050
9. C -0.228
10. C -0.024
11. C -0.082
12. C -0.096
13. C -0.010
14. C -0.224
15. N -0.160
16. N 0.078
17. C -0.370
18. C -0.001
19. C -0.060
20. C -0.062
21. C -0.163
22. N -0.010
23. H 0.095
24. H 0.108
25. H 0.118
26. H 0.072
27. H 0.098
28. H 0.108
29. H 0.100
30. H 0.098
31. H 0.106
32. H 0.116
33. H 0.106
34. H 0.099
35. H 0.054
36. C -0.103
37. C -0.109
38. C -0.070
39. C -0.295
40. C -0.005
41. C -0.083
42. N -0.067
43. C -0.305
44. C -0.023
45. C -0.091
46. C -0.106
47. C -0.085
48. C -0.041
49. H 0.095
50. H 0.103
51. H 0.045
52. H 0.115
53. H 0.100
54. H 0.108
55. H 0.098
56. H 0.094
57. H 0.102
58. H 0.101
59. S 0.846
60. C -0.712
61. N 0.058
62. C -0.158
63. C -0.150
64. C -0.161
65. N 0.035
66. H 0.084
67. H 0.123
68. H 0.126
69. H 0.118
70. H 0.124
71. H 0.123
72. H 0.128
73. H 0.121
74. C -0.090
75. C -0.081
76. C -0.115
77. C -0.231
78. C -0.083
79. C -0.081
80. Si 0.848
81. C -0.278
82. C -0.171
83. C -0.112
84. C -0.095
85. C -0.074
86. C -0.076
87. C -0.265
88. C -0.141
89. C -0.081
90. C -0.092
91. C -0.085
92. C -0.084
93. H 0.099
94. H 0.104
95. H 0.076
96. H 0.088
97. H 0.101
98. H 0.088
99. H 0.111

Record 2
This record from the Open Molecules 2025 dataset describes a cluster of 9 separate species, C51H47F3N11O18P in total in a non-equilibrium geometry. The level of theory is ωB97M-V with the def2-TZVPD basis set.

HOMO level: -9.576 eV
HOMO-LUMO gap: 8.85 eV
Structure (SMILES): N=[PH2][N@@+](CN)(C(=O)[O-])C(F)(F)F.O=[N+]([O-])c1ccccc1.O=[N+]([O-])c1ccccc1.O=[N+]([O-])c1ccccc1.O=[N+]([O-])c1ccccc1.O=[N+]([O-])c1ccccc1.O=[N+]([O-])c1ccccc1.O=[N+]([O-])c1ccccc1.O=[N+]([O-])c1ccccc1
LUMO: -0.73 eV

```
! RIJCOSX wB97M-V def2-TZVPD def2/J DEFGRID3
* xyz 0 1
N -1.7082 3.9797 -4.8927
P -2.4099 2.7159 -4.3447
N -3.9964 2.2861 -5.2657
C -4.6844 3.6053 -5.4955
N -6.1324 3.5132 -5.4521
C -3.4807 1.6337 -6.5883
O -3.7014 0.4814 -6.8161
O -2.8432 2.3683 -7.2413
C -4.7296 1.3684 -4.3957
F -5.7320 0.7966 -4.9324
F -5.1125 1.9694 -3.2865
F -3.9009 0.4074 -4.0068
H -1.6396 4.6419 -4.1230
H -2.7298 2.8129 -2.9715
H -1.6265 1.5661 -4.5200
H -4.3625 4.2811 -4.6977
H -4.3900 4.0756 -6.4218
H -6.4813 3.5174 -4.5024
H -6.4723 4.3777 -5.8490
C -4.5525 -0.3409 -1.0880
C -4.6526 -1.6785 -0.7353
C -4.9658 -2.0279 0.5661
C -5.1786 -1.0308 1.5032
C -5.0737 0.3059 1.1635
C -4.7591 0.6485 -0.1388
N -5.5347 -1.3992 2.8769
O -5.6031 -2.5780 3.1453
O -5.7474 -0.5007 3.6687
H -4.3160 -0.0675 -2.1018
H -4.4887 -2.4486 -1.4757
H -5.0431 -3.0707 0.8366
H -5.2356 1.0857 1.8945
H -4.6775 1.6914 -0.4146
C -8.6430 -0.7414 1.7637
C -9.6503 0.1047 2.2032
C -10.7070 0.4174 1.3648
C -10.7424 -0.1270 0.0947
C -9.7417 -0.9663 -0.3589
C -8.6861 -1.2734 0.4829
N -11.8746 0.1843 -0.7887
O -12.7261 0.9388 -0.3688
O -11.8931 -0.3332 -1.8851
H -7.8234 -0.9878 2.4225
H -9.6128 0.5187 3.2014
H -11.4897 1.0764 1.7096
H -9.7743 -1.3840 -1.3541
H -7.8975 -1.9307 0.1422
C 0.9823 -0.4516 3.7846
C 0.7847 0.4270 2.7281
C 0.0557 0.0284 1.6252
C -0.4731 -1.2495 1.5891
C -0.2738 -2.1412 2.6255
C 0.4588 -1.7355 3.7305
N -1.2746 -1.6536 0.4282
O -1.4328 -0.8368 -0.4598
O -1.7514 -2.7675 0.4246
H 1.5478 -0.1353 4.6508
H 1.1968 1.4251 2.7653
H -0.0957 0.7160 0.8067
H -0.6831 -3.1401 2.5909
H 0.6173 -2.4210 4.5520
C 6.3354 -3.9223 3.8707
C 5.7674 -3.7444 5.1253
C 4.4069 -3.9286 5.3026
C 3.6300 -4.2944 4.2185
C 4.1804 -4.4685 2.9646
C 5.5414 -4.2797 2.7919
N 2.1922 -4.5118 4.4072
O 1.7329 -4.3286 5.5176
O 1.5409 -4.8610 3.4464
H 7.3998 -3.7822 3.7334
H 6.3870 -3.4640 5.9657
H 3.9687 -3.7886 6.2795
H 3.5687 -4.7480 2.1203
H 5.9852 -4.4136 1.8150
C 6.6378 -0.1015 -1.7318
C 6.3849 0.9507 -0.8623
C 5.5090 0.7807 0.1973
C 4.8985 -0.4476 0.3711
C 5.1324 -1.4985 -0.4962
C 6.0080 -1.3220 -1.5510
N 4.0003 -0.6619 1.5098
O 3.7948 0.2592 2.2757
O 3.5239 -1.7700 1.6393
H 7.3297 0.0309 -2.5519
H 6.8780 1.9017 -1.0080
H 5.3189 1.5990 0.8755
H 4.6491 -2.4537 -0.3545
H 6.2058 -2.1395 -2.2306
C 12.9263 -1.0020 -1.1033
C 12.7066 -2.3097 -0.6945
C 11.5597 -2.6319 0.0109
C 10.6430 -1.6376 0.2949
C 10.8515 -0.3295 -0.0996
C 12.0013 -0.0124 -0.8024
N 9.4135 -1.9792 1.0215
O 9.2649 -3.1331 1.3711
O 8.6165 -1.0913 1.2256
H 13.8207 -0.7535 -1.6592
H 13.4290 -3.0791 -0.9287
H 11.3920 -3.6505 0.3274
H 10.1319 0.4424 0.1304
H 12.1755 1.0065 -1.1193
C -4.5156 2.2750 7.9731
C -5.3762 1.9689 6.9292
C -5.0936 2.4075 5.6472
C -3.9465 3.1459 5.4257
C -3.0833 3.4647 6.4576
C -3.3723 3.0259 7.7379
N -3.6299 3.5927 4.0635
O -4.4146 3.3159 3.1791
O -2.6010 4.2108 3.8969
H -4.7357 1.9264 8.9736
H -6.2668 1.3848 7.1141
H -5.7675 2.1648 4.8392
H -2.1913 4.0459 6.2777
H -2.7043 3.2657 8.5533
C 2.2675 1.5920 -8.1680
C 2.8449 0.4154 -7.7117
C 3.6749 0.4345 -6.6048
C 3.9138 1.6365 -5.9630
C 3.3510 2.8174 -6.4105
C 2.5243 2.7912 -7.5198
N 4.7742 1.6503 -4.7769
O 5.2652 0.5960 -4.4324
O 4.9485 2.7085 -4.2073
H 1.6144 1.5736 -9.0272
H 2.6438 -0.5181 -8.2188
H 4.1223 -0.4832 -6.2529
H 3.5450 3.7527 -5.9072
H 2.0742 3.7047 -7.8776
*
```

Löwdin atomic charge list, values in e, 99 entries:
1. N -0.236
2. P 0.856
3. N -0.094
4. C -0.212
5. N 0.047
6. C -0.815
7. O 0.094
8. O 0.083
9. C -0.771
10. F 0.262
11. F 0.159
12. F 0.133
13. H -0.014
14. H 0.043
15. H 0.057
16. H 0.107
17. H 0.136
18. H 0.076
19. H 0.088
20. C -0.066
21. C -0.061
22. C -0.017
23. C -0.166
24. C 0.003
25. C -0.052
26. N -0.370
27. O 0.090
28. O 0.056
29. H 0.075
30. H 0.119
31. H 0.125
32. H 0.106
33. H 0.105
34. C -0.057
35. C -0.054
36. C -0.004
37. C -0.149
38. C 0.001
39. C -0.050
40. N -0.358
41. O 0.077
42. O 0.078
43. H 0.082
44. H 0.110
45. H 0.119
46. H 0.120
47. H 0.104
48. C -0.065
49. C -0.082
50. C -0.008
51. C -0.147
52. C 0.005
53. C -0.057
54. N -0.341
55. O 0.060
56. O 0.080
57. H 0.112
58. H 0.108
59. H 0.116
60. H 0.119
61. H 0.089
62. C -0.062
63. C -0.064
64. C -0.003
65. C -0.149
66. C -0.016
67. C -0.063
68. N -0.352
69. O 0.062
70. O 0.081
71. H 0.102
72. H 0.107
73. H 0.118
74. H 0.121
75. H 0.109
76. C -0.086
77. C -0.062
78. C 0.001
79. C -0.145
80. C -0.003
81. C -0.066
82. N -0.327
83. O 0.073
84. O 0.073
85. H 0.106
86. H 0.110
87. H 0.119
88. H 0.117
89. H 0.111
90. C -0.070
91. C -0.064
92. C -0.003
93. C -0.147
94. C -0.004
95. C -0.064
96. N -0.349
97. O 0.070
98. O 0.079
99. H 0.108